# 1
Here is one molecule with the formula C6H6N2O2 from the OMol25 dataset. Energies are from wB97M-V/def2-TZVPD.

The SMILES is Nc1ncccc1C(=O)O. The HOMO-LUMO gap comes out at 8.53 eV. Its energy relative to the best compared isomer or geometry (same formula, charge and spin) is 1.415 eV. The electronic energy comes out at -13393.212 eV.

The geometry in ORCA input format:
```
! wB97M-V def2-TZVPD RIJCOSX def2/J DEFGRID3
* xyz 0 1
N -0.292 -1.651 1.368
C -0.054 -0.417 1.102
N -0.306 0.624 2.056
C -0.201 1.830 1.818
C 0.189 2.283 0.587
C 0.607 1.336 -0.447
C 0.194 -0.029 -0.264
C 0.012 -0.982 -1.373
O -0.059 -2.140 -1.625
O 0.008 -0.303 -2.581
H -0.208 -2.441 0.667
H -0.489 -1.944 2.317
H -0.267 2.570 2.598
H 0.364 3.403 0.419
H 0.931 1.710 -1.435
H -0.230 -0.692 -3.422
*
```

# 2
Here is C6H6N2O2 as an isolated structure from the OMol25 dataset. Energies are from wB97M-V/def2-TZVPD.

The HOMO-LUMO gap comes out at 7.92 eV. Its energy relative to the best compared isomer or geometry (same formula, charge and spin) is 5.401 eV. The electronic energy comes out at -13389.225 eV.

The geometry in ORCA input format:
```
! wB97M-V def2-TZVPD RIJCOSX def2/J DEFGRID3
* xyz 0 1
C -2.207 -0.058 -0.026
C -1.456 1.324 -0.008
C -0.118 1.581 -0.159
C 0.977 0.505 -0.192
C 2.985 -0.116 0.406
C 2.263 -1.271 0.126
H -1.826 -2.162 0.240
H -2.208 2.171 -0.167
H 0.186 2.686 -0.259
H 4.035 -0.157 0.622
H 2.708 -2.265 0.120
H -0.087 -1.307 -0.664
N 2.153 1.091 0.091
N 0.869 -0.840 -0.385
O -1.369 -1.154 -0.343
O -3.458 -0.410 0.504
*
```

# 3
Here is C6H6N2O3S as an isolated structure from the OMol25 dataset. Energies are from wB97M-V/def2-TZVPD.

The HOMO-LUMO gap comes out at 8.82 eV. Its energy relative to the best compared isomer or geometry (same formula, charge and spin) is 3.629 eV. The electronic energy comes out at -26273.681 eV.

The geometry in ORCA input format:
```
! wB97M-V def2-TZVPD RIJCOSX def2/J DEFGRID3
* xyz 0 1
C -1.438 -0.178 -1.558
C 1.198 0.843 0.630
C -0.005 1.386 0.809
C 1.320 -0.567 0.327
C -1.217 0.515 0.665
C 0.259 -1.370 0.619
N -1.685 0.571 -0.688
N -1.059 -0.629 -2.614
O -3.785 -1.145 1.152
O -2.502 -2.349 -0.522
O -0.874 -0.820 1.061
S -2.742 -2.075 0.842
H 2.090 1.394 0.381
H -0.051 2.480 0.927
H 2.193 -0.954 -0.089
H -1.976 0.925 1.474
H 0.418 -2.538 0.500
H -1.509 -1.224 -3.292
*
```